# 1
# C16H16B2Ba2Br8O16

A structure of composition C16H16B2Ba2Br8O16 in a non-equilibrium geometry (ωB97M-V with the def2-TZVPD basis set, the Open Molecules 2025 dataset).

Atoms and positions in Å:
Br 4.272 -1.692 1.353
C -1.575 4.492 5.033
Ba 2.113 4.617 1.321
O -0.451 0.666 0.241
H 3.179 -1.385 -5.844
O 0.336 -1.071 -1.107
O 2.350 -0.057 -1.662
H 2.524 -2.225 3.567
H 4.581 -0.183 -3.449
Br 1.900 0.642 3.949
Br 0.570 -3.843 3.070
O -4.566 0.398 2.563
O -1.377 2.898 3.305
C 2.645 -3.407 -0.272
O -4.312 -0.562 -1.144
H 3.813 -1.897 -1.159
Br 2.261 -4.539 -1.835
C 3.966 -2.633 -0.370
O -1.374 5.523 5.708
C 3.521 -1.274 -4.815
H 1.225 -2.086 4.815
C -0.760 4.064 3.757
H -2.977 2.926 -4.687
C -2.771 -1.451 0.505
C -2.878 0.318 4.307
O -1.459 -1.435 0.617
C 0.704 0.999 -0.117
Br -4.563 -0.079 -4.722
O -2.746 -0.889 4.419
C -2.815 0.763 -5.195
H -2.890 0.992 -6.258
C -3.156 -0.629 -0.779
O -2.038 -0.242 -1.360
C 1.297 -0.106 -1.016
H -0.095 -0.726 2.934
O 0.111 4.735 3.212
Br 5.429 0.672 -5.745
H 1.387 -0.993 1.977
H 2.723 -1.530 -4.119
Br 4.818 -2.782 -4.766
C -2.487 2.013 -4.349
O -3.519 -2.036 1.185
B -0.905 -0.571 -0.444
O -3.682 2.298 3.459
C 1.453 -2.143 3.750
B -2.463 2.538 4.238
C 0.984 -0.875 2.983
O 1.250 2.100 0.177
C 4.120 0.022 -4.415
H 3.308 0.737 -4.281
H 2.700 -4.065 0.595
Br -0.453 2.393 -4.371
O -2.561 3.611 5.171
H -2.063 -0.025 -5.141
H 4.798 -3.290 -0.624
C -3.861 1.006 3.348
O -2.221 1.262 4.902
H 1.706 -2.977 0.077
Ba -6.238 -0.855 0.817
H -2.792 1.863 -3.314

Results
HOMO-LUMO gap (spin up / spin down): 1.748 / 6.068 eV
Energy relative to the best compared isomer or geometry (same formula, charge and spin): 0.000 eV
Net charge: +1
Electronic energy: -612696.5560 eV
2S+1: 2

=====

# 2
# C16H16BF4I2N3OPd

A structure of composition C16H16BF4I2N3OPd (ωB97M-V with the def2-TZVPD basis set, the Open Molecules 2025 dataset).

Atoms and positions in Å:
H 1.395 -4.962 -2.337
F -3.767 1.746 -1.095
H -1.101 -5.235 -2.257
H 0.280 -1.085 4.117
H -0.879 3.296 0.504
C 3.212 2.421 0.697
C 0.195 2.507 -1.598
C -0.845 1.390 1.454
I 3.356 -1.771 -0.339
C 1.421 2.066 -0.861
C -0.465 0.911 3.757
N -1.007 1.843 -1.022
C 3.579 1.088 0.584
F -3.082 0.256 -2.687
H 4.410 0.698 1.155
C -0.868 1.802 2.782
C 0.913 -5.274 -1.412
H -2.404 2.411 0.419
O 1.074 -0.076 -1.792
H 0.981 -6.358 -1.332
C -0.690 -3.395 -1.411
H -0.471 1.204 4.798
H 0.072 3.592 -1.537
B -3.817 0.393 -1.484
N -0.444 0.179 1.100
F -3.098 -0.367 -0.475
Pd -0.858 -0.208 -1.201
H -1.832 2.025 -1.597
N -0.769 -2.258 -1.471
C 2.859 0.248 -0.253
H 1.455 -4.828 -0.579
H -1.069 -5.217 -0.502
H 0.284 -1.650 1.689
H -1.195 2.802 3.034
I 4.266 3.681 1.969
C -1.321 2.308 0.350
C -0.557 -4.852 -1.393
F -5.095 -0.069 -1.604
C 2.129 2.909 -0.023
C -0.047 -0.361 3.384
H 0.246 2.212 -2.645
C 1.773 0.711 -1.001
H 1.834 3.948 0.071
C -0.052 -0.682 2.042

Results
HOMO-LUMO gap (spin up / spin down): 7.230 / 7.351 eV
Energy relative to the best compared isomer or geometry (same formula, charge and spin): 0.000 eV
Net charge: 0
Electronic energy: -54603.1459 eV

=====

# 3
# C16H16BO13PS

A cluster of 3 separate species, C16H16BO13PS in total in a non-equilibrium geometry (ωB97M-V with the def2-TZVPD basis set, the Open Molecules 2025 dataset).

Atoms and positions in Å:
C -1.777 -2.047 4.407
H 2.751 -1.346 -0.962
O -4.440 -1.111 -4.433
C 2.898 1.952 0.182
H 3.199 1.816 1.215
O 4.337 2.893 -1.747
B 4.162 1.967 -0.776
C 1.042 2.743 0.968
H -0.289 0.166 -5.407
O -5.193 -1.144 4.183
C -4.013 -1.273 3.917
S 3.223 -0.955 1.733
H -0.471 0.033 -0.959
C -3.514 -0.687 2.628
C -1.754 -0.346 -2.259
O 0.395 0.363 -2.890
H -5.273 -0.173 2.382
O -0.088 -1.551 2.884
C -0.706 0.012 -3.279
H -1.864 -0.344 1.341
C 1.776 1.021 -0.245
C 5.899 1.064 0.520
H 6.616 0.266 0.496
H 0.885 -1.434 0.303
O 0.557 3.253 1.933
O 0.646 1.543 0.411
H 6.464 1.986 0.513
H 4.649 2.491 -2.556
C -2.228 -0.766 2.264
C -2.986 -0.722 -2.621
H -3.434 -2.396 5.691
O -2.666 -0.562 -6.308
O -1.393 -0.272 -0.979
C -3.063 -1.964 4.773
H -3.747 -0.979 -1.898
C -3.341 -0.793 -4.030
C -1.053 -0.079 -4.685
C -1.275 -1.440 3.128
O -0.858 -2.662 5.137
H 5.304 0.979 1.414
H -3.599 -0.847 -6.288
O 2.098 3.172 0.229
C -2.287 -0.457 -5.046
P 2.110 -0.760 0.142
O 5.076 0.956 -0.641
H 1.684 1.092 -1.317
O -4.438 -0.090 1.886
H -0.019 -2.568 4.647

Results
HOMO-LUMO gap: 6.969 eV
Energy relative to the best compared isomer or geometry (same formula, charge and spin): 0.000 eV
Net charge: 0
Electronic energy: -64269.7852 eV